Molecular formula: C25H30F3GeNOPSeV
Method: DFT, the ωB97M-V functional and the def2-TZVPD basis

The value obtained for the HOMO energy (spin up / spin down) is -10.53 / -9.90 eV. Its expectation value of S² is 0.773. The calculation puts the LUMO energy (spin up / spin down) at -3.9 / -3.9 eV. For the gap between HOMO and LUMO (spin up / spin down), the calculation gives 6.6 / 6.0 eV. As for the multiplicity: 2. Its net charge is +1.

Geometry as XYZ:
```
64
Properties=species:S:1:pos:R:3:forces:R:3
V -0.854 -0.532 0.696 0.81 0.55 0.51
O -2.896 -2.079 0.411 -0.03 -0.30 -0.12
N -1.511 -2.204 0.104 -0.87 -0.71 -0.43
C -1.185 -3.181 -0.651 0.68 -0.11 -0.02
C 0.216 -3.535 -0.994 -0.82 0.14 0.04
C 0.305 -4.722 -1.715 0.19 -0.20 -0.13
C 1.536 -5.265 -2.051 -0.10 0.00 0.00
C 2.690 -4.622 -1.643 0.05 0.08 0.06
C 2.607 -3.436 -0.917 0.13 0.00 -0.02
C 1.387 -2.854 -0.604 -0.11 0.15 0.12
P 1.372 -1.251 0.324 0.46 -0.37 -0.44
C 2.630 -1.524 1.593 -0.01 0.02 0.02
C 3.923 -1.017 1.530 0.18 0.00 0.04
C 4.825 -1.304 2.550 -0.09 0.00 -0.04
C 4.437 -2.095 3.622 -0.04 -0.01 -0.01
C 3.143 -2.600 3.686 0.06 0.03 -0.02
C 2.242 -2.310 2.677 -0.04 -0.01 0.10
C 2.037 -0.035 -0.861 0.08 -0.07 -0.05
C 2.226 -0.310 -2.214 -0.05 0.09 -0.05
C 2.623 0.701 -3.085 -0.02 -0.02 0.08
C 2.843 1.986 -2.609 0.00 -0.02 0.03
C 2.667 2.263 -1.257 0.00 0.01 -0.05
C 2.262 1.262 -0.390 -0.01 0.03 0.04
H -3.003 -2.484 1.289 0.02 0.08 0.01
H -1.984 -3.822 -1.011 0.04 -0.08 -0.02
H -0.603 -5.239 -2.006 0.03 0.02 0.01
H 1.587 -6.188 -2.613 0.00 0.02 0.01
H 3.660 -5.037 -1.885 -0.01 0.02 0.02
H 3.520 -2.950 -0.594 -0.01 0.00 -0.01
H 4.240 -0.399 0.697 -0.06 -0.04 0.02
H 5.832 -0.909 2.508 -0.03 0.01 -0.02
H 5.139 -2.315 4.417 0.00 0.02 -0.03
H 2.832 -3.207 4.526 0.02 0.01 -0.01
H 1.228 -2.686 2.747 -0.01 0.01 -0.01
H 2.058 -1.305 -2.603 0.01 -0.02 0.02
H 2.767 0.480 -4.134 -0.01 -0.01 0.02
H 3.158 2.769 -3.286 -0.01 -0.02 0.01
H 2.847 3.261 -0.878 0.00 -0.02 0.00
H 2.134 1.493 0.663 -0.03 -0.03 0.02
C -2.951 4.692 -1.437 0.14 0.16 -0.29
Ge -3.914 3.836 0.001 0.11 0.05 0.01
C -5.785 3.683 -0.423 -0.36 -0.06 -0.06
C -3.602 4.738 1.673 0.09 0.18 0.29
C -3.227 2.007 0.231 0.23 -0.46 0.03
Se -1.286 1.817 -0.027 -0.33 0.59 -0.20
C -1.238 1.456 -1.942 -0.01 0.21 0.02
H -3.211 5.752 -1.454 0.03 -0.02 -0.05
H -3.220 4.265 -2.406 0.04 0.04 0.03
H -1.871 4.618 -1.297 -0.01 0.02 -0.03
H -6.235 4.673 -0.509 -0.01 -0.04 -0.01
H -6.314 3.134 0.357 -0.02 0.02 -0.05
H -5.916 3.161 -1.372 -0.05 0.02 0.02
H -3.760 5.811 1.567 -0.01 -0.02 0.04
H -2.576 4.576 2.007 -0.02 0.04 0.03
H -4.279 4.362 2.442 0.03 0.03 0.01
H -3.709 1.290 -0.434 0.03 -0.05 0.01
H -3.388 1.671 1.257 -0.05 -0.01 -0.01
H -1.721 2.294 -2.436 0.02 -0.01 -0.06
H -1.761 0.533 -2.178 0.00 -0.04 0.02
H -0.191 1.404 -2.232 0.01 -0.03 -0.02
F -2.351 -0.125 3.023 0.17 -0.12 -0.25
C -1.068 -0.624 2.720 -0.55 0.40 1.51
F -0.264 0.075 3.570 0.08 -0.02 -0.36
F -1.097 -1.894 3.262 0.04 -0.11 -0.35
```
Positions in Å, forces in eV/Å.

Molecular formula: C25H30N2O4
Method: DFT, the ωB97M-V functional and the def2-TZVPD basis

The value obtained for the HOMO energy is -8.87 eV. The calculation puts the LUMO energy at 0.5 eV. For the gap between HOMO and LUMO, the calculation gives 9.4 eV. As for the multiplicity: 1. The SMILES is COCCC(=O)N1CCC(Oc2ccc(C(=O)NC3Cc4ccccc4C3)cc2)CC1.

Geometry as XYZ:
```
61
Properties=species:S:1:pos:R:3:forces:R:3
C -9.057 -0.235 -1.556 -0.06 0.10 0.01
O -8.900 -1.615 -1.324 -0.02 -0.15 -0.14
C -8.241 -1.929 -0.122 0.14 -0.11 0.22
C -6.738 -1.606 -0.152 -0.56 0.14 0.09
C -6.445 -0.212 0.392 0.14 -0.27 -0.26
O -7.271 0.421 1.022 -0.30 0.06 0.21
N -5.218 0.299 0.124 0.13 0.33 -0.06
C -4.074 -0.409 -0.397 0.23 -0.37 0.01
H -4.367 -1.351 -0.855 0.00 0.10 -0.03
C -3.060 -0.668 0.722 0.13 0.33 -0.24
H -2.194 -1.187 0.307 0.02 -0.05 0.05
H -3.509 -1.296 1.493 0.01 -0.06 0.02
C -2.631 0.663 1.357 -0.23 -0.42 0.60
C -3.868 1.441 1.816 0.23 0.01 -0.37
C -4.860 1.596 0.664 -0.15 0.28 0.32
H -5.775 2.078 1.012 0.16 0.00 -0.11
H -4.407 2.195 -0.131 -0.06 0.00 0.02
H -3.564 2.425 2.171 0.03 0.00 0.08
H -4.341 0.901 2.637 -0.01 -0.01 0.04
H -1.983 0.476 2.226 -0.05 0.06 -0.16
O -1.953 1.484 0.420 0.03 0.17 -0.14
C -0.665 1.228 0.078 0.26 0.04 -0.20
C 0.148 0.244 0.636 -0.38 0.00 0.22
C 1.457 0.102 0.210 0.17 0.18 -0.21
C 1.982 0.922 -0.780 -0.26 -0.02 0.00
C 1.157 1.891 -1.351 0.08 -0.10 0.06
C -0.140 2.050 -0.924 -0.14 -0.08 0.13
H -0.781 2.805 -1.352 -0.07 0.09 -0.05
H 1.560 2.512 -2.136 0.02 0.05 -0.08
C 3.370 0.789 -1.306 0.00 -0.08 0.19
O 3.659 1.069 -2.454 -0.02 0.15 -0.24
N 4.283 0.342 -0.409 0.04 -0.09 0.17
H 4.008 0.198 0.550 -0.07 0.09 -0.10
C 5.672 0.147 -0.731 0.13 -0.05 -0.10
H 5.767 0.382 -1.795 0.03 -0.05 0.19
C 6.149 -1.298 -0.468 -0.01 0.03 -0.03
C 7.578 -1.127 -0.049 0.03 0.13 -0.02
C 8.566 -2.086 0.054 0.07 0.01 0.02
C 9.830 -1.700 0.476 0.03 -0.16 -0.01
C 10.095 -0.378 0.792 0.08 0.13 0.06
C 9.101 0.585 0.692 0.06 -0.04 0.01
C 7.844 0.202 0.269 -0.02 -0.12 -0.08
C 6.619 1.047 0.091 -0.03 0.01 -0.03
H 6.174 1.273 1.066 -0.04 0.05 -0.01
H 6.824 1.993 -0.408 -0.06 0.06 0.02
H 9.310 1.616 0.936 0.04 0.11 0.02
H 11.085 -0.093 1.116 0.09 0.02 0.02
H 10.615 -2.438 0.557 0.07 -0.05 0.01
H 8.361 -3.117 -0.194 -0.01 -0.11 -0.03
H 5.570 -1.744 0.348 -0.06 -0.02 -0.02
H 6.037 -1.935 -1.344 -0.08 -0.04 0.00
H 2.053 -0.690 0.643 0.05 -0.06 0.03
H -0.223 -0.420 1.401 -0.07 -0.04 0.03
H -3.602 0.219 -1.162 -0.06 -0.14 -0.02
H -6.393 -1.698 -1.183 0.08 -0.09 0.03
H -6.201 -2.330 0.464 0.08 -0.04 -0.05
H -8.703 -1.397 0.721 0.06 -0.14 -0.10
H -8.387 -3.004 0.003 0.07 0.10 0.05
H -9.710 -0.143 -2.422 0.04 0.08 0.00
H -8.101 0.255 -1.770 -0.03 0.03 -0.01
H -9.513 0.260 -0.692 0.02 0.02 -0.04
```
Positions in Å, forces in eV/Å.

Molecular formula: C25H30N3S
Method: DFT, the ωB97M-V functional and the def2-TZVPD basis

The value obtained for the HOMO energy is -10.56 eV. The calculation puts the LUMO energy at -4.3 eV. For the gap between HOMO and LUMO, the calculation gives 6.3 eV. As for the multiplicity: 1. Its net charge is +1.

Geometry as XYZ:
```
59
Properties=species:S:1:pos:R:3:forces:R:3
C -1.101 3.954 0.082 0.09 0.49 0.18
C -0.452 2.637 -0.250 0.45 -0.79 -0.56
N -1.326 1.452 -0.206 -1.44 1.00 -0.33
C -2.586 1.690 -0.479 1.73 0.11 0.38
N -3.151 2.917 -0.692 0.02 -0.11 0.16
C -2.336 4.118 -0.768 0.09 0.10 0.05
C -4.470 3.112 -1.235 -0.25 0.49 -0.38
C -5.500 2.198 -0.640 -0.25 -0.28 -0.21
C -5.156 0.774 -1.018 -0.68 -0.60 0.02
S -3.541 0.217 -0.456 0.04 0.22 0.04
H -1.345 4.030 1.149 -0.06 -0.08 -0.19
H -0.422 4.778 -0.162 0.05 -0.13 0.19
H -0.099 2.706 -1.299 0.24 -0.01 0.44
H 0.407 2.431 0.402 -0.11 0.15 -0.23
H -2.937 4.970 -0.427 0.05 -0.23 0.07
H -2.086 4.343 -1.817 0.12 -0.14 0.10
H -4.729 4.165 -1.061 -0.02 -0.27 0.03
H -4.438 2.991 -2.333 -0.16 -0.03 0.16
H -5.577 2.283 0.443 0.16 0.21 0.06
H -6.477 2.464 -1.064 0.13 -0.16 0.09
H -5.818 0.072 -0.497 -0.14 0.12 -0.43
H -5.237 0.641 -2.105 -0.03 -0.08 0.29
C 0.619 -1.623 -3.274 -0.50 0.03 0.09
C 1.672 -1.505 -2.251 1.30 0.94 0.12
N 2.992 -1.471 -2.547 -1.49 -0.25 -0.06
C 3.506 -1.374 -3.894 0.28 -0.10 -0.62
C 3.763 -1.439 -1.386 0.25 0.58 0.67
C 2.877 -1.411 -0.292 0.70 0.00 0.28
C 3.410 -1.275 0.993 0.69 0.14 -0.22
C 4.808 -1.166 1.132 -0.75 0.01 0.11
C 5.663 -1.165 0.027 -0.39 -0.10 -0.64
C 5.146 -1.290 -1.272 -0.23 -0.08 0.40
C 1.517 -1.381 -0.833 -0.25 -0.75 0.35
C 0.324 -1.265 -0.122 0.64 -0.67 -0.63
C 0.187 -1.638 1.260 -0.28 -0.42 1.02
C 0.890 -2.710 1.901 -0.14 0.55 -0.09
C 0.782 -2.908 3.273 0.22 -0.14 -0.35
C -0.024 -2.087 4.070 -0.35 0.43 -0.33
C -0.013 -2.207 5.568 -0.13 -0.03 0.30
C -0.839 -1.140 3.419 0.28 -0.17 0.27
C -0.751 -0.941 2.053 0.00 0.24 -0.39
H -0.305 -1.785 -2.712 -0.07 0.03 -0.49
H 0.525 -0.705 -3.871 0.06 -0.18 0.13
H 0.774 -2.465 -3.963 0.04 0.21 0.26
H 4.599 -1.258 -3.867 -0.52 -0.08 -0.01
H 3.256 -2.278 -4.463 0.12 0.20 0.10
H 3.072 -0.501 -4.403 0.16 -0.27 0.18
H 2.739 -1.243 1.849 0.45 0.07 -0.12
H 5.231 -1.056 2.129 -0.11 -0.04 -0.23
H 6.733 -1.049 0.166 -0.15 -0.04 0.00
H 5.777 -1.258 -2.160 -0.03 -0.03 0.39
H -0.553 -0.861 -0.637 0.18 -0.15 0.23
H 1.528 -3.369 1.319 -0.06 0.15 0.04
H 1.360 -3.699 3.762 -0.20 0.22 -0.30
H -0.759 -1.541 6.019 0.18 -0.19 -0.12
H -0.225 -3.234 5.904 0.06 0.28 -0.19
H 0.969 -1.933 5.987 -0.26 -0.08 -0.25
H -1.521 -0.526 4.005 0.12 -0.15 -0.11
H -1.353 -0.183 1.546 0.16 -0.12 0.29
```
Positions in Å, forces in eV/Å.

Which of these has the highest multiplicity?
C25H30F3GeNOPSeV